142
Properties=species:S:1:pos:R:3 method="wB97M-V/def2-TZVPD" smiles=COC[C@H](C)N.COC[C@H](C)N.COC[C@H](C)N.COC[C@H](C)N.COC[C@H](C)N.COC[C@H](C)N.OCCO.OCCO.OCCO.OCCO de_lowest_kcal_mol=5.8 lumo_energy_ha=0.0167 gap_ha=0.33507 charge=0
C -3.78 3.59 -1.59
O -2.82 4.62 -1.79
C -1.57 4.24 -2.18
C -0.66 3.66 -1.10
C -0.34 4.68 -0.02
N 0.60 3.10 -1.67
H -3.48 2.95 -0.73
H -3.80 2.94 -2.58
H -4.75 4.04 -1.46
H -1.55 3.52 -3.04
H -1.14 5.13 -2.67
H -1.28 2.91 -0.62
H 0.31 5.51 -0.38
H 0.26 4.19 0.73
H -1.29 5.10 0.32
H 0.30 2.59 -2.52
H 1.18 3.89 -2.01
C -2.36 -5.63 -0.05
O -1.31 -4.69 -0.27
C -0.96 -4.57 -1.62
C 0.08 -3.43 -1.79
C 0.37 -3.18 -3.32
N 1.35 -3.79 -1.14
H -3.08 -5.49 -0.82
H -2.85 -5.25 0.86
H -2.06 -6.68 0.17
H -0.49 -5.46 -2.05
H -1.84 -4.48 -2.25
H -0.34 -2.50 -1.40
H 0.62 -4.11 -3.85
H 1.05 -2.36 -3.58
H -0.59 -2.85 -3.73
H 2.09 -3.13 -1.39
H 1.30 -3.81 -0.13
C -0.81 0.11 -2.49
O -1.34 1.11 -3.34
C -1.85 0.66 -4.57
C -0.80 0.22 -5.59
C 0.38 1.17 -5.73
N -1.47 -0.05 -6.86
H -0.02 -0.43 -3.00
H -1.59 -0.63 -2.23
H -0.42 0.54 -1.58
H -2.58 -0.18 -4.39
H -2.55 1.41 -4.97
H -0.30 -0.74 -5.28
H 1.27 0.71 -6.22
H 0.63 1.50 -4.67
H -0.02 2.00 -6.36
H -0.75 -0.31 -7.51
H -1.91 0.79 -7.19
C 7.56 -1.38 -2.18
O 6.26 -1.61 -2.65
C 5.53 -0.50 -3.06
C 4.08 -0.82 -3.14
C 3.25 0.45 -3.27
N 3.71 -1.61 -1.94
H 7.56 -0.64 -1.35
H 8.16 -1.05 -2.97
H 8.00 -2.32 -1.80
H 5.70 0.31 -2.34
H 5.93 -0.10 -3.99
H 3.92 -1.49 -3.97
H 2.22 0.15 -3.27
H 3.36 1.03 -4.17
H 3.35 1.06 -2.41
H 4.23 -2.47 -2.02
H 4.12 -1.20 -1.14
C 2.17 -3.11 2.98
O 1.11 -3.56 3.79
C 0.52 -4.79 3.41
C -0.53 -5.11 4.42
C -1.34 -6.44 4.15
N -1.48 -3.97 4.63
H 2.83 -2.53 3.57
H 1.83 -2.54 2.09
H 2.64 -4.01 2.60
H 0.00 -4.68 2.45
H 1.27 -5.59 3.29
H -0.04 -5.28 5.35
H -0.65 -7.35 4.15
H -1.89 -6.47 3.18
H -2.04 -6.51 5.02
H -0.95 -3.18 4.99
H -1.92 -3.76 3.73
C -2.08 0.99 4.83
O -1.48 0.28 3.72
C -2.35 -0.65 3.12
C -1.61 -1.44 2.09
C -1.33 -0.57 0.83
N -2.38 -2.63 1.78
H -1.43 1.82 5.06
H -2.24 0.40 5.75
H -3.04 1.40 4.50
H -2.78 -1.38 3.84
H -3.16 -0.14 2.59
H -0.60 -1.75 2.49
H -2.31 -0.16 0.56
H -1.14 -1.22 -0.04
H -0.62 0.27 0.88
H -1.99 -3.16 1.02
H -3.33 -2.29 1.47
O -4.23 -2.24 -3.21
C -4.46 -2.46 -1.83
C -5.06 -1.23 -1.12
O -5.14 -1.53 0.24
H -4.75 -2.86 -3.77
H -5.13 -3.28 -1.71
H -3.44 -2.56 -1.38
H -6.04 -1.00 -1.60
H -4.40 -0.36 -1.23
H -5.21 -0.78 0.84
O -0.73 7.42 4.71
C -1.03 6.04 4.99
C -2.05 5.57 3.97
O -1.45 5.65 2.69
H 0.14 7.38 4.27
H -0.12 5.42 4.89
H -1.41 6.02 6.01
H -2.98 6.08 4.11
H -2.17 4.48 4.19
H -1.16 6.53 2.42
O 1.80 3.64 2.92
C 2.99 4.37 3.17
C 2.56 5.70 3.75
O 1.64 6.38 2.91
H 1.90 2.92 2.29
H 3.53 3.84 3.95
H 3.58 4.46 2.22
H 3.38 6.37 3.87
H 2.06 5.51 4.69
H 1.03 5.73 2.55
O 4.57 0.73 0.64
C 3.52 0.29 1.47
C 2.19 0.49 0.87
O 2.04 1.90 0.56
H 4.20 1.53 0.22
H 3.68 -0.79 1.63
H 3.55 0.77 2.43
H 1.47 0.12 1.66
H 2.14 -0.18 -0.04
H 1.41 2.10 -0.16

=====

145
Properties=species:S:1:pos:R:3 method="wB97M-V/def2-TZVPD" lumo_energy_ha="0.0150 / -0.1640" s_squared=0.754 multiplicity=2 gap_ha="0.31219 / 0.13313" charge=0
O -13.56 22.55 -14.04
H -13.46 22.31 -14.97
H -13.53 23.51 -13.97
H -14.42 22.31 -13.70
S -16.47 23.30 -13.00
O -17.84 23.11 -13.51
O -15.75 24.24 -13.86
O -16.43 23.73 -11.58
O -15.74 22.09 -13.13
C -19.98 25.81 -15.20
C -20.96 24.80 -14.67
C -21.35 23.81 -15.79
O -22.50 22.91 -15.62
C -23.62 23.44 -14.93
N -20.29 24.13 -13.60
H -20.29 26.28 -16.13
H -18.98 25.44 -15.39
H -20.01 26.64 -14.49
H -21.87 25.27 -14.31
H -20.54 23.15 -16.09
H -21.66 24.43 -16.64
H -24.46 22.75 -14.91
H -24.22 24.30 -15.24
H -23.30 23.57 -13.90
H -19.47 23.67 -13.97
H -20.82 23.32 -13.33
C -15.18 18.71 -11.06
C -15.25 19.99 -10.22
C -13.88 20.80 -10.07
O -12.95 20.14 -9.20
C -11.91 20.87 -8.69
N -16.26 20.76 -10.88
H -14.53 17.95 -10.65
H -14.77 18.93 -12.04
H -16.17 18.28 -11.19
H -15.66 19.84 -9.22
H -14.02 21.84 -9.77
H -13.48 20.81 -11.08
H -11.51 21.47 -9.52
H -11.21 20.22 -8.19
H -12.29 21.64 -8.02
H -16.32 21.62 -10.36
H -15.94 21.03 -11.80
C -15.88 26.01 -8.36
C -15.50 24.58 -8.02
C -15.94 24.26 -6.57
O -14.90 24.77 -5.72
C -15.51 24.98 -4.43
N -16.24 23.70 -8.86
H -15.37 26.33 -9.27
H -15.78 26.73 -7.55
H -16.90 25.97 -8.76
H -14.44 24.39 -8.21
H -16.09 23.20 -6.38
H -16.93 24.70 -6.39
H -16.28 25.74 -4.52
H -14.67 25.35 -3.85
H -15.84 24.07 -3.94
H -15.86 22.77 -8.69
H -16.19 23.88 -9.85
C -13.12 24.05 -11.07
C -12.39 25.05 -12.00
C -11.01 24.48 -12.45
O -10.07 24.26 -11.38
C -8.90 23.60 -11.62
N -13.20 25.17 -13.18
H -12.63 23.83 -10.12
H -13.39 23.16 -11.63
H -14.05 24.53 -10.75
H -12.20 25.99 -11.49
H -10.55 25.23 -13.09
H -11.08 23.58 -13.06
H -8.10 24.30 -11.91
H -8.88 22.89 -12.45
H -8.40 23.07 -10.81
H -13.15 26.10 -13.56
H -14.15 25.00 -12.88
C -15.52 25.84 -17.15
C -16.50 24.74 -17.46
C -16.53 24.25 -18.91
O -17.69 23.36 -19.08
C -18.91 24.14 -19.26
N -16.19 23.65 -16.54
H -14.62 25.46 -17.65
H -15.31 26.05 -16.10
H -15.83 26.78 -17.63
H -17.42 25.17 -17.08
H -15.72 23.56 -19.11
H -16.38 25.08 -19.60
H -19.75 23.46 -19.46
H -18.87 24.80 -20.12
H -19.34 24.60 -18.37
H -17.08 23.18 -16.44
H -16.00 24.00 -15.61
C -19.17 18.25 -14.24
C -18.33 19.52 -14.36
C -18.70 20.35 -15.58
O -18.46 19.68 -16.87
C -18.45 20.55 -18.01
N -18.44 20.33 -13.14
H -18.66 17.68 -13.46
H -19.22 17.76 -15.21
H -20.19 18.48 -13.93
H -17.26 19.30 -14.30
H -18.19 21.31 -15.50
H -19.74 20.66 -15.46
H -18.08 20.03 -18.89
H -17.78 21.37 -17.76
H -19.46 20.86 -18.25
H -17.76 20.09 -12.44
H -18.16 21.28 -13.34
C -14.77 20.12 -15.97
C -13.74 20.76 -16.98
C -13.95 20.56 -18.46
O -13.09 21.39 -19.24
C -13.35 21.50 -20.66
N -13.59 22.15 -16.59
H -14.84 19.04 -15.86
H -15.79 20.42 -16.22
H -14.53 20.41 -14.95
H -12.78 20.28 -16.81
H -14.98 20.84 -18.68
H -13.82 19.51 -18.72
H -12.55 22.10 -21.09
H -14.26 22.09 -20.78
H -13.54 20.50 -21.06
H -14.42 22.68 -16.81
H -13.03 22.50 -17.36
C -17.07 28.17 -14.34
C -16.92 28.00 -12.88
C -18.19 27.63 -12.09
O -17.85 27.42 -10.70
C -17.92 28.59 -9.91
N -15.98 26.92 -12.68
H -17.52 29.15 -14.52
H -17.59 27.35 -14.83
H -16.16 28.18 -14.94
H -16.44 28.88 -12.45
H -18.64 26.71 -12.47
H -18.93 28.43 -12.07
H -17.83 28.28 -8.87
H -18.84 29.17 -10.00
H -17.03 29.20 -10.03
H -16.34 26.03 -12.99
H -16.04 26.70 -11.70

=====

160
Properties=species:S:1:pos:R:3 method="wB97M-V/def2-TZVPD" smiles="COCCNCCOC.COCCNCCOC.COCCNCCOC.COCCNCCOC.NC(N)=O.NC(N)=O.NC(N)=O.NC(N)=O.NC(N)=O.NC(N)=O.NC(N)=O.NC(N)=O" de_lowest_kcal_mol=51.1 lumo_energy_ha=0.0031 gap_ha=0.30766 charge=0
C 3.69 2.30 5.61
O 2.98 1.05 5.30
C 1.68 1.32 4.93
C 0.97 -0.03 4.87
N 0.66 -0.58 6.16
C -0.07 -1.83 6.10
C -0.66 -2.31 7.39
O -2.03 -1.88 7.65
C -2.23 -0.54 7.72
H 3.24 2.90 6.41
H 3.56 3.07 4.78
H 4.75 2.06 5.79
H 1.60 1.89 3.99
H 1.20 1.94 5.73
H 1.66 -0.72 4.21
H -0.02 0.07 4.37
H 1.46 -0.79 6.73
H 0.50 -2.60 5.62
H -0.89 -1.75 5.36
H 0.05 -2.03 8.26
H -0.73 -3.39 7.40
H -3.31 -0.42 7.87
H -1.76 0.00 6.93
H -1.77 -0.25 8.64
C 0.43 -3.70 0.08
O -0.33 -2.56 0.48
C 0.19 -1.68 1.44
C 1.27 -0.81 0.87
N 0.59 0.22 0.04
C 1.44 1.21 -0.64
C 2.32 0.75 -1.86
O 1.68 0.54 -3.12
C 1.13 1.74 -3.59
H -0.28 -4.50 0.05
H 1.31 -4.00 0.78
H 0.88 -3.58 -0.93
H 0.54 -2.27 2.29
H -0.65 -1.09 1.84
H 2.03 -1.33 0.38
H 1.75 -0.27 1.66
H 0.03 -0.32 -0.62
H 2.01 1.72 0.10
H 0.78 1.94 -1.12
H 2.88 -0.21 -1.59
H 3.19 1.48 -1.92
H 0.83 2.47 -2.86
H 0.30 1.55 -4.23
H 1.86 2.19 -4.26
C -6.87 6.99 -7.75
O -6.79 5.84 -7.01
C -7.52 5.82 -5.81
C -7.29 4.54 -5.18
N -5.95 4.21 -4.77
C -5.81 2.83 -4.41
C -6.34 2.35 -3.09
O -5.76 2.97 -1.98
C -6.47 4.02 -1.48
H -6.25 7.78 -7.22
H -7.91 7.30 -7.81
H -6.56 6.73 -8.73
H -8.59 5.92 -6.02
H -7.27 6.69 -5.20
H -7.78 3.79 -5.83
H -7.82 4.57 -4.26
H -5.34 4.47 -5.48
H -4.81 2.50 -4.50
H -6.38 2.22 -5.15
H -6.23 1.27 -2.96
H -7.41 2.61 -3.15
H -7.52 3.91 -1.74
H -6.22 4.92 -1.93
H -6.26 4.09 -0.45
C 5.84 1.29 2.26
O 7.05 1.13 1.55
C 6.82 0.66 0.29
C 8.18 0.37 -0.34
N 8.78 -0.90 0.16
C 10.14 -0.90 0.71
C 10.28 -2.22 1.42
O 9.72 -2.11 2.71
C 10.05 -3.18 3.55
H 5.23 0.37 2.24
H 5.31 2.09 1.75
H 6.11 1.57 3.29
H 6.25 1.52 -0.25
H 6.17 -0.27 0.25
H 8.77 1.20 0.00
H 8.03 0.35 -1.48
H 8.20 -1.18 0.95
H 10.35 -0.08 1.38
H 10.83 -0.95 -0.11
H 11.36 -2.55 1.43
H 9.70 -2.97 0.89
H 11.15 -3.36 3.70
H 9.69 -4.07 3.10
H 9.68 -2.99 4.57
N -5.18 -5.56 -1.95
C -4.16 -4.61 -2.03
N -4.18 -3.83 -3.16
O -3.20 -4.62 -1.26
H -5.62 -5.71 -2.83
H -5.33 -6.20 -1.21
H -5.03 -3.41 -3.45
H -3.50 -3.11 -2.97
N -1.36 1.28 2.42
C -1.44 2.10 3.53
N -2.46 1.78 4.38
O -0.63 2.97 3.78
H -0.48 1.23 1.92
H -2.19 0.91 1.95
H -2.82 2.57 4.85
H -3.13 1.07 4.13
N -3.25 -1.64 -0.12
C -2.90 -0.41 -0.53
N -2.28 -0.30 -1.70
O -3.04 0.53 0.31
H -3.79 -1.71 0.72
H -3.00 -2.42 -0.70
H -2.13 -1.08 -2.30
H -1.71 0.53 -1.69
N 1.37 4.27 2.04
C 2.23 4.76 1.12
N 1.69 5.16 -0.17
O 3.48 4.92 1.32
H 0.36 4.09 2.00
H 1.83 4.30 2.97
H 0.95 4.64 -0.65
H 2.52 5.26 -0.77
N -3.91 -6.14 1.07
C -4.16 -5.57 2.29
N -4.39 -4.20 2.20
O -4.25 -6.16 3.33
H -3.39 -5.55 0.41
H -3.64 -7.09 1.12
H -4.80 -4.06 1.28
H -4.83 -3.77 3.08
N 0.51 -2.78 -3.58
C -0.77 -3.17 -3.60
N -0.98 -4.50 -3.70
O -1.69 -2.42 -3.37
H 1.31 -3.35 -3.69
H 0.62 -1.81 -3.48
H -1.92 -4.82 -3.62
H -0.21 -5.13 -3.68
N 3.75 -6.14 -5.09
C 3.08 -5.40 -4.10
N 3.91 -4.92 -3.10
O 1.83 -5.26 -4.08
H 3.18 -6.60 -5.80
H 4.67 -6.46 -4.97
H 4.81 -4.73 -3.43
H 3.56 -4.15 -2.55
N -2.72 2.84 -1.26
C -1.76 3.57 -1.81
N -1.90 4.11 -3.08
O -0.64 3.62 -1.31
H -3.65 2.71 -1.59
H -2.53 2.30 -0.43
H -2.83 4.43 -3.34
H -1.16 4.77 -3.25

=====

| no. | E (Ha) |
| --- | --- |
| 1 | -2654.902860 |
| 2 | -3087.833881 |
| 3 | -3573.483789 |